{
  "formula": "C30H68Cl14O8",
  "method": "ωB97M-V/def2-TZVPD",
  "homo_energy_ev": -9.771,
  "energy_ev": -223900.3665,
  "de_lowest_kcal_mol": 95.1,
  "smiles": "COCCOC.COCCOC.COCCOC.COCCOC.ClCCCl.ClCCCl.ClCCCl.ClCCCl.ClCCCl.ClCCCl.ClCCCl",
  "elements": ["C", "O", "C", "C", "O", "C", "H", "H", "H", "H", "H", "H", "H", "H", "H", "H", "C", "O", "C", "C", "O", "C", "H", "H", "H", "H", "H", "H", "H", "H", "H", "H", "C", "O", "C", "C", "O", "C", "H", "H", "H", "H", "H", "H", "H", "H", "H", "H", "C", "O", "C", "C", "O", "C", "H", "H", "H", "H", "H", "H", "H", "H", "H", "H", "Cl", "C", "C", "Cl", "H", "H", "H", "H", "Cl", "C", "C", "Cl", "H", "H", "H", "H", "Cl", "C", "C", "Cl", "H", "H", "H", "H", "Cl", "C", "C", "Cl", "H", "H", "H", "H", "Cl", "C", "C", "Cl", "H", "H", "H", "H", "Cl", "C", "C", "Cl", "H", "H", "H", "H", "Cl", "C", "C", "Cl", "H", "H", "H", "H"],
  "coordinates": [[2.43164, 5.21903, -7.04057], [1.09990, 4.79859, -6.79418], [0.17074, 5.09960, -7.83870], [0.28771, 4.37141, -9.18015], [0.51206, 2.98060, -8.92839], [1.11737, 2.27674, -9.99144], [2.95103, 4.90226, -6.13615], [2.53482, 6.29953, -7.14049], [2.94847, 4.77531, -7.89151], [0.17863, 6.17894, -7.99053], [-0.78022, 4.85585, -7.36503], [1.10437, 4.72971, -9.80688], [-0.61981, 4.55911, -9.75398], [0.45033, 2.22855, -10.85216], [1.45102, 1.27166, -9.73339], [2.06199, 2.71438, -10.31434], [-4.76935, -3.38899, -0.18742], [-4.98112, -3.24969, 1.18346], [-4.40357, -4.27063, 1.99434], [-5.24197, -4.32420, 3.28928], [-5.19442, -3.05547, 3.92906], [-6.08249, -3.02281, 5.05035], [-5.14981, -4.33664, -0.56863], [-3.69947, -3.52717, -0.34353], [-5.11185, -2.50668, -0.72808], [-3.36786, -4.01040, 2.21269], [-4.38034, -5.22276, 1.46421], [-4.75190, -5.09780, 3.88045], [-6.30488, -4.48538, 3.10946], [-6.13899, -2.09782, 5.62418], [-5.65599, -3.73170, 5.76005], [-7.12243, -3.19389, 4.77224], [3.81974, -10.19698, -2.85603], [3.29070, -8.97757, -2.37924], [2.45938, -9.03385, -1.30852], [1.90484, -7.74560, -0.76463], [2.93120, -6.79942, -0.39525], [2.54908, -5.58107, 0.25192], [3.03023, -10.84190, -3.24185], [4.33072, -10.84811, -2.14678], [4.50672, -9.94891, -3.66511], [2.91311, -9.56465, -0.47158], [1.61719, -9.48959, -1.82921], [1.36530, -7.86885, 0.17442], [1.26878, -7.19560, -1.45819], [1.98363, -5.75061, 1.16822], [1.95726, -4.98071, -0.43903], [3.40888, -4.94780, 0.47059], [4.62821, -4.20879, 8.96575], [4.53561, -2.98453, 8.30700], [5.08842, -2.97845, 6.95148], [5.01622, -1.62569, 6.29958], [5.53153, -1.65538, 4.94606], [5.45751, -0.44809, 4.17561], [3.89242, -4.91745, 8.58560], [4.37164, -4.02260, 10.00863], [5.66648, -4.53973, 8.94206], [4.66781, -3.64078, 6.19485], [6.14141, -3.25852, 6.92191], [5.62595, -0.99903, 6.95045], [3.99070, -1.26509, 6.37953], [4.46577, -0.01938, 4.03148], [5.82498, -0.61302, 3.16276], [6.06113, 0.23666, 4.77130], [-4.89304, 3.42507, 1.17876], [-5.56327, 1.77038, 1.32566], [-6.77610, 1.82866, 2.17771], [-6.40148, 2.41123, 3.78602], [-4.81478, 1.10494, 1.75585], [-5.75450, 1.38677, 0.32348], [-7.27356, 0.87069, 2.32914], [-7.47670, 2.56212, 1.77859], [7.03241, -1.89538, -2.68974], [5.41208, -2.54749, -3.08080], [5.43807, -4.05798, -3.27027], [6.36550, -4.52287, -4.72055], [5.04923, -2.02687, -3.96702], [4.73454, -2.33750, -2.25318], [4.41193, -4.39317, -3.42122], [5.76457, -4.61871, -2.39443], [-1.11249, 5.42841, 5.42607], [0.67704, 5.47155, 5.26375], [1.12687, 5.30556, 3.75258], [2.88546, 5.42148, 3.65390], [1.14442, 4.73711, 5.91969], [1.10704, 6.44151, 5.51350], [0.72565, 6.07948, 3.09823], [0.86377, 4.39218, 3.21909], [-9.22255, 6.00409, -4.78875], [-7.68799, 6.89857, -5.15875], [-6.55549, 6.43137, -4.27170], [-6.04480, 4.67517, -4.57561], [-7.91058, 7.95339, -4.99781], [-7.43640, 6.73475, -6.20659], [-6.79356, 6.47561, -3.20893], [-5.65607, 7.03303, -4.40271], [2.50008, 10.49793, -1.40448], [1.75543, 8.85777, -1.49652], [0.26230, 8.98804, -1.25245], [-0.54085, 10.01552, -2.42980], [2.10075, 8.30935, -0.62011], [2.09093, 8.34322, -2.39695], [0.00662, 9.40194, -0.27705], [-0.14960, 7.99478, -1.43101], [0.35109, -0.83965, -3.74756], [-0.34561, 0.77534, -3.50562], [-0.02971, 1.31466, -2.11046], [1.71259, 1.54974, -1.90996], [-1.41318, 0.77028, -3.72554], [0.14331, 1.46395, -4.19472], [-0.28280, 0.59158, -1.33509], [-0.45449, 2.30805, -1.96611], [-2.31913, -0.71828, 9.04822], [-1.63915, -1.30416, 7.52855], [-1.61396, -0.15572, 6.49862], [-0.99839, -0.73466, 4.93638], [-2.25116, -2.17435, 7.29123], [-0.65362, -1.67044, 7.81606], [-0.89486, 0.56709, 6.88403], [-2.54804, 0.37635, 6.31840]],
  "atomic_forces_ev_per_a": [[0.05, -0.22, 0.80], [0.20, -0.02, -1.30], [-0.09, -0.09, 0.82], [0.91, -0.77, 0.45], [-0.05, 0.01, 0.14], [0.21, 0.23, -0.41], [0.27, 0.15, -0.12], [-0.26, 0.27, 0.02], [-0.36, -0.36, -0.24], [-0.04, 0.23, -0.35], [-0.14, -0.09, -0.25], [0.30, 0.29, 0.11], [-0.32, -0.13, 0.00], [-0.06, -0.12, -0.17], [-0.70, -0.06, 0.60], [0.06, 0.67, -0.09], [1.27, -0.70, 0.09], [-0.56, 0.06, 0.45], [-1.07, 1.14, 0.09], [0.75, 0.77, -0.64], [-0.11, 0.64, 0.35], [0.70, -0.34, 0.16], [-0.78, 0.05, -0.20], [0.46, 0.45, -0.36], [-0.18, -0.23, 0.14], [0.17, 0.09, 0.23], [-0.32, -0.28, 0.08], [-0.40, -0.25, 0.54], [0.07, -0.78, -0.36], [0.72, 0.54, -0.71], [-0.70, -0.49, 0.26], [-0.02, -0.63, -0.14], [-0.45, -0.04, -0.27], [2.89, 1.34, -1.37], [-1.41, -0.59, 0.40], [0.73, 2.80, 0.55], [1.23, 0.01, 0.18], [-0.46, -0.62, -0.96], [-0.37, 0.03, -0.32], [0.25, 0.49, 0.62], [-0.10, 0.00, 0.10], [-0.18, -0.54, 0.04], [-1.08, -0.94, 1.44], [-0.52, -0.88, -0.18], [-0.33, -0.36, -0.38], [-0.08, -0.11, 0.13], [-0.45, 0.06, -0.04], [0.34, -0.59, 0.05], [0.07, 0.15, 0.41], [0.27, 1.19, -2.46], [0.41, -0.70, -0.28], [0.18, 1.21, 0.20], [-0.98, -0.95, 0.41], [0.20, -0.12, 1.33], [0.30, -0.38, -0.23], [0.00, 0.06, 0.03], [-0.04, -0.60, -0.11], [-0.88, -0.69, 0.60], [0.28, -0.16, 0.65], [0.16, 0.67, -0.26], [-0.18, 0.16, -0.43], [-0.39, -0.25, 0.44], [0.44, -0.28, 0.35], [0.14, 0.69, -0.66], [0.21, -0.22, -0.27], [0.75, -0.37, -0.30], [-1.08, 0.16, -0.07], [0.24, 0.18, 1.03], [0.13, 0.28, 0.13], [-0.28, 0.23, 0.02], [0.16, -0.04, -0.39], [-0.10, -0.26, -0.15], [-0.22, -0.01, 0.03], [0.04, -0.49, 0.17], [-0.60, 0.22, -0.11], [0.01, -0.09, 0.21], [0.12, -0.16, 0.03], [0.16, 0.17, 0.06], [-0.05, 0.08, -0.25], [0.50, 0.27, -0.14], [0.73, 0.08, -0.04], [0.75, 0.06, -1.85], [-0.85, -0.22, 0.36], [0.49, 0.08, 0.14], [-0.29, -0.15, -0.24], [-0.59, 0.10, 0.41], [-0.08, 0.32, 0.51], [-0.17, -0.30, 0.72], [0.51, 0.29, -0.20], [-0.12, -0.57, 0.11], [0.39, -0.68, 0.39], [-0.42, 1.21, 0.03], [0.16, -0.08, 0.08], [-0.19, -0.03, 0.08], [-0.24, -0.09, -0.17], [-0.08, -0.06, -0.32], [0.17, -0.44, -0.12], [-0.09, 0.70, 1.21], [0.18, -0.64, -0.81], [-0.37, 0.47, -0.59], [0.40, -0.05, -0.14], [-0.40, 0.29, -0.05], [0.31, -0.33, -0.02], [-0.20, -0.01, 0.51], [-0.19, -0.07, -0.05], [0.47, 0.92, 0.28], [-0.11, -0.52, -0.18], [0.64, 0.12, -0.02], [0.07, -0.21, 0.21], [-0.09, -0.24, -0.28], [-0.43, 0.31, -0.03], [-0.35, -0.31, 0.06], [-0.35, 0.50, 0.62], [-0.29, -0.16, -0.19], [0.60, -0.29, 0.76], [0.04, -0.12, -0.14], [0.06, 0.26, -0.57], [0.11, 0.22, -0.56], [-0.05, 0.08, -0.17], [-0.11, -0.49, 0.22]],
  "mulliken_charge": [-0.709, -0.275, -0.556, -0.520, -0.263, -0.812, 0.233, 0.316, 0.257, 0.387, 0.275, 0.357, 0.392, 0.310, 0.277, 0.329, -0.812, -0.229, -0.607, -0.513, -0.222, -0.805, 0.307, 0.343, 0.210, 0.320, 0.409, 0.356, 0.327, 0.274, 0.326, 0.311, -0.739, -0.271, -0.476, -0.500, -0.291, -0.738, 0.305, 0.313, 0.240, 0.285, 0.344, 0.354, 0.327, 0.304, 0.292, 0.250, -0.678, -0.314, -0.493, -0.408, -0.313, -0.631, 0.271, 0.241, 0.309, 0.338, 0.294, 0.286, 0.314, 0.262, 0.235, 0.287, -0.200, -0.312, -0.473, -0.180, 0.264, 0.275, 0.311, 0.316, -0.194, -0.379, -0.416, -0.188, 0.319, 0.281, 0.258, 0.316, -0.191, -0.430, -0.427, -0.202, 0.325, 0.305, 0.288, 0.333, -0.185, -0.384, -0.458, -0.202, 0.296, 0.303, 0.326, 0.305, -0.183, -0.351, -0.437, -0.185, 0.243, 0.321, 0.318, 0.275, -0.177, -0.331, -0.434, -0.194, 0.313, 0.225, 0.305, 0.295, -0.206, -0.345, -0.451, -0.207, 0.272, 0.279, 0.312, 0.346]
}